1.
Computed, not measured: a molecular structure, C12H48N24O12 in a non-equilibrium geometry, with ωB97M-V/def2-TZVPD.

XYZ file:
```
96
Properties=species:S:1:pos:R:3
C -0.9027 -3.2057 4.5892
O -0.5589 -2.0723 4.2616
N -0.2560 -4.3401 4.2718
N -2.0602 -3.4551 5.2492
H 0.6751 -4.1358 3.9488
H -0.4933 -5.1792 4.7706
H -2.4638 -4.3738 5.3004
H -2.6450 -2.6582 5.4389
C 4.9870 1.1316 -0.1180
O 5.4539 0.7745 -1.1825
N 4.8963 0.3140 0.9723
N 4.3084 2.2769 -0.0124
H 4.9633 -0.6782 0.8390
H 4.3543 0.7640 1.6906
H 3.8977 2.6038 0.8458
H 3.9289 2.6507 -0.8669
C -4.2134 0.3108 -3.5439
O -5.2307 0.2573 -2.8671
N -2.9417 0.1238 -3.0984
N -4.1472 0.5614 -4.8795
H -2.8711 -0.2392 -2.1531
H -2.2169 0.1377 -3.7954
H -3.2587 0.6322 -5.3449
H -5.0069 0.5394 -5.4007
C -2.8962 -4.9083 2.2379
O -2.5154 -5.6606 1.3669
N -2.7348 -3.5475 2.2587
N -3.7709 -5.2279 3.2330
H -3.1841 -3.0417 2.9896
H -2.4076 -3.2658 1.3478
H -3.9564 -4.5279 3.9213
H -4.3783 -6.0241 3.1359
C -2.8526 -2.5023 -0.8739
O -2.2556 -1.4315 -0.6856
N -2.2341 -3.6994 -1.1097
N -4.1913 -2.4742 -0.7891
H -1.2326 -3.7414 -1.0372
H -2.7687 -4.5353 -0.9388
H -4.4812 -1.6008 -0.3445
H -4.6710 -3.3475 -0.6472
C 2.8952 1.3298 3.7673
O 2.4316 2.4684 3.9312
N 2.4542 0.5142 2.8174
N 3.8241 0.7165 4.5623
H 2.6405 -0.4694 2.8703
H 1.9598 0.9030 2.0154
H 4.0601 -0.2449 4.4106
H 4.4022 1.3361 5.1056
C 1.3391 4.0094 -2.3869
O 0.7945 3.1498 -3.0919
N 0.9117 4.1964 -1.1278
N 2.1012 5.0101 -2.8795
H 0.2829 3.4578 -0.8540
H 1.1548 4.9466 -0.5078
H 2.4777 4.8639 -3.8034
H 2.5174 5.7641 -2.3626
C 0.6323 0.4641 -0.0737
O 1.2507 1.4350 0.4334
N 0.1337 -0.5800 0.6040
N 0.4764 0.4280 -1.3968
H 0.2632 -0.4307 1.5963
H -0.4932 -1.2860 0.2385
H 0.5932 1.3403 -1.8166
H -0.1893 -0.2786 -1.6764
C -3.8561 0.1895 1.7106
O -4.5448 -0.6906 1.1666
N -4.2146 1.2785 2.3885
N -2.5486 -0.1120 1.8208
H -3.4142 1.7144 2.8459
H -5.1307 1.6856 2.4178
H -1.9041 0.6223 2.0697
H -2.2919 -0.8094 1.1378
C 0.2882 0.2743 -5.7911
O -0.9031 0.3228 -5.4536
N 0.6212 -0.3285 -6.9337
N 1.2721 0.5282 -4.8923
H 1.6170 -0.4802 -6.9518
H -0.0612 -0.6040 -7.6138
H 2.2230 0.4807 -5.2164
H 0.9476 1.2204 -4.2320
C 4.6507 2.0128 -4.4712
O 4.7573 2.6341 -5.5181
N 5.7238 1.4771 -3.8756
N 3.4942 1.8103 -3.7447
H 5.7221 0.9282 -3.0311
H 6.5890 1.7883 -4.2838
H 2.5430 1.9778 -4.0037
H 3.6639 1.1429 -3.0072
C -0.6931 2.0872 3.5806
O -1.7833 2.5254 3.1620
N 0.4472 2.7426 3.8145
N -0.5466 0.7934 3.9590
H 0.3977 3.7267 3.5998
H 1.2980 2.2004 3.8097
H -1.3079 0.1368 3.9304
H 0.3625 0.4755 4.2517
```

Values from the calculation:
Total charge ... 0
HOMO-LUMO gap ... 0.307 Eh
Molecular weight ... 720.672 g/mol
E_tot ... -73565.02204 eV
Energy relative to the best compared isomer or geometry (same formula, charge and spin) ... 5.3408 eV

Atomic partial charges in e from the Mulliken method, atoms 1 to 2:
1 C 0.571
2 O -0.552

---

2.
Computed, not measured: 14 unconnected molecules or ions with the total composition C12H52O14 in a non-equilibrium geometry, with ωB97M-V/def2-TZVPD.

XYZ file:
```
78
Properties=species:S:1:pos:R:3
O -0.2441 -1.0685 7.9254
H 0.1921 -1.9088 7.7845
H 0.4709 -0.4362 7.9981
O -0.5478 -3.3406 -4.1280
H -0.7021 -3.3644 -5.0724
H -1.3574 -3.6776 -3.7440
O 5.4902 2.9839 -3.2121
H 5.2430 3.3527 -2.3641
H 4.8603 3.3569 -3.8288
O -4.4922 -4.7997 -1.8636
H -5.3384 -4.3672 -1.9780
H -4.4587 -5.0190 -0.9324
O 8.9544 -1.8842 1.5390
H 9.6504 -1.4039 1.9874
H 8.6844 -1.3056 0.8259
O 4.3615 -0.6884 -6.8046
H 3.9907 0.0786 -7.2410
H 4.5386 -0.3939 -5.9112
O 5.6612 -0.3806 5.6289
H 6.3449 -0.1282 5.0084
H 5.1100 0.3979 5.7084
O -4.8800 -1.3670 6.8948
H -4.9914 -0.6289 7.4941
H -3.9324 -1.4907 6.8400
O 6.9231 -5.3319 3.8371
H 7.0912 -4.5052 3.3849
H 7.1796 -5.1658 4.7442
O 1.0630 4.7586 -4.5841
H 0.3384 5.1653 -5.0593
H 0.7157 3.9157 -4.2924
C -7.3371 4.1123 0.6525
C -7.7936 3.3262 -0.6349
C -6.7983 2.2646 -1.1985
O -8.9400 2.6483 -0.1545
H -6.3661 4.5994 0.5627
H -7.1497 3.3935 1.4502
H -8.0571 4.8424 1.0220
H -8.0851 4.1115 -1.3323
H -6.6340 1.5112 -0.4281
H -5.8136 2.6832 -1.4062
H -7.1447 1.7840 -2.1135
H -8.6875 2.0352 0.5397
C -0.2582 -0.3921 0.9700
C 0.8631 0.1185 0.0227
C 2.1508 -0.7168 -0.1052
O 0.2362 0.3488 -1.2301
H -0.8312 0.4519 1.3540
H 0.0540 -1.0361 1.7922
H -0.9377 -1.0442 0.4212
H 1.1728 1.0778 0.4373
H 2.8735 -0.6973 0.7105
H 2.6831 -0.5215 -1.0361
H 1.7905 -1.7419 -0.1909
H 0.1582 -0.5240 -1.6222
C 0.6394 -9.0916 -2.4525
C 2.0846 -8.9458 -2.5772
C 2.6449 -9.3446 -3.8734
O 2.3563 -7.5818 -2.4814
H 0.3078 -10.1030 -2.6875
H 0.1182 -8.2684 -2.9413
H 0.2829 -8.9085 -1.4388
H 2.4760 -9.5564 -1.7635
H 2.4051 -10.3852 -4.0921
H 3.7236 -9.1945 -3.9186
H 2.2429 -8.7898 -4.7212
H 1.5304 -7.1397 -2.6915
C -0.7398 7.3502 1.1370
C -0.8399 8.4723 2.2178
C 0.0328 9.7127 1.9544
O -2.1843 8.9666 2.2665
H 0.2562 6.9686 0.9123
H -0.9927 7.6858 0.1313
H -1.3823 6.5477 1.4995
H -0.4928 7.9259 3.0948
H 1.0262 9.5203 2.3595
H -0.3886 10.5446 2.5187
H 0.1910 10.0456 0.9286
H -2.3650 9.5805 1.5508
```

Values from the calculation:
Total charge ... 0
HOMO-LUMO gap ... 0.374 Eh
Molecular weight ... 420.534 g/mol
E_tot ... -41949.76868 eV
Energy relative to the best compared isomer or geometry (same formula, charge and spin) ... 3.8337 eV

Atomic partial charges in e from the Mulliken method, atoms 1 to 2:
1 O -0.635
2 H 0.322

---

3.
Computed, not measured: 15 unconnected molecules or ions with the total composition C12H54N4O20 in a non-equilibrium geometry, with ωB97M-V/def2-TZVPD.

XYZ file:
```
90
Properties=species:S:1:pos:R:3
C -6.1680 9.3677 22.8733
C -5.3756 10.0810 23.9290
O -4.1080 9.3700 24.2064
O -6.8755 8.1964 23.3722
H -5.4089 9.1098 22.1328
H -6.8953 10.0172 22.3864
H -5.9400 10.1429 24.8617
H -5.1673 11.1071 23.6213
H -3.5043 9.9567 24.6732
H -6.6784 8.0624 24.3025
C -5.6090 14.0996 25.3944
C -4.6916 14.9540 26.2052
O -5.4462 16.1181 26.5237
O -6.5540 13.5004 26.2887
H -4.8425 13.3685 25.1219
H -6.1216 14.5150 24.5313
H -3.8074 15.2796 25.6534
H -4.4314 14.5250 27.1755
H -4.9456 16.6964 27.1057
H -6.0952 13.4202 27.1297
C -1.4649 18.7179 23.2142
C -2.0130 17.6391 24.1016
O -3.4244 17.9448 24.3968
O -1.7891 18.3715 21.8966
H -0.3901 18.5450 23.2977
H -1.7538 19.7380 23.4677
H -1.5263 17.8595 25.0590
H -1.7489 16.5872 23.9953
H -3.6212 17.6948 25.3023
H -2.7290 18.1682 21.8901
C -8.3067 14.1105 22.1147
C -8.4615 12.8254 22.9575
O -9.6156 13.0802 23.7557
O -9.4168 14.3079 21.2295
H -7.4286 14.0822 21.4719
H -8.4457 14.8885 22.8675
H -7.5895 12.6045 23.5755
H -8.7167 11.9480 22.3601
H -9.7307 12.2605 24.2450
H -10.2003 13.8652 21.5671
C -6.1673 11.3177 30.8434
C -5.7775 9.8613 30.6092
O -6.7276 9.2642 29.7143
O -5.8878 12.0856 29.6456
H -5.7646 11.7833 31.7433
H -7.2270 11.5440 30.9770
H -5.8750 9.3121 31.5489
H -4.7587 9.6104 30.3177
H -7.4907 8.9544 30.2076
H -6.5631 11.9925 28.9683
C -4.7022 16.3330 21.7479
O -3.6700 15.7302 21.4836
N -5.3984 16.1785 22.8523
N -5.3339 17.1942 21.0167
H -6.2321 16.6670 23.1305
H -4.9938 15.4762 23.4516
H -5.1016 17.3478 20.0480
H -6.1098 17.6874 21.4242
C -0.3396 15.7010 28.6817
O 0.5194 15.2928 29.4552
N -1.6245 15.3692 28.7079
N -0.0794 16.5644 27.7308
H -1.9461 14.6387 29.3231
H -2.3302 15.8537 28.1775
H 0.8190 17.0145 27.6610
H -0.7020 16.6453 26.9426
O -8.0553 15.9866 27.3604
H -7.3206 15.4363 27.0757
H -8.0057 15.9782 28.3182
O -9.2585 12.6422 26.9395
H -8.4605 12.7528 26.4131
H -9.9758 12.8232 26.3292
O -2.7620 13.8215 23.6581
H -2.3647 13.5007 22.8456
H -2.5771 13.1353 24.3039
O -3.9388 18.2886 28.3574
H -3.2030 18.7777 27.9817
H -4.7164 18.7997 28.1181
O -4.1108 11.1371 27.1679
H -4.8909 11.3610 27.6821
H -4.4111 10.4589 26.5587
O -4.9355 16.2992 30.2743
H -4.4193 16.8914 29.7202
H -4.3683 15.5378 30.4107
O -2.1505 11.2653 25.1499
H -1.5587 10.6873 25.6371
H -2.3077 12.0031 25.7442
O -7.0447 10.6376 27.1617
H -7.8599 11.1391 27.2525
H -7.1864 9.8471 27.6903
```

Values from the calculation:
Total charge ... 0
HOMO-LUMO gap ... 0.351 Eh
Molecular weight ... 574.572 g/mol
E_tot ... -60227.95063 eV

Atomic partial charges in e from the Mulliken method, atoms 1 to 2:
1 C -0.218
2 C 0.096

---

Q: Among the records above, which one has the highest HOMO-LUMO gap?
A: C12H52O14